(1)
101
Properties=species:S:1:pos:R:3 method="wB97M-V/def2-TZVPD" gap_ev=7.297 e_above_lowest_ev=0.007 total_energy_ev=-192102.071 lumo_ev=-2.8 total_charge=+1
Zr -0.36 -0.28 -1.07
C -3.15 -0.68 3.94
C -2.65 -1.22 2.59
C -1.21 -1.74 2.79
C -3.54 -2.39 2.17
P -2.52 0.02 1.16
C -1.64 1.43 2.02
N -0.21 1.21 1.89
B 0.49 0.75 0.72
N 1.88 0.82 1.11
C 3.02 0.57 0.26
P 2.68 -0.94 -0.79
C 3.36 -2.30 0.35
C 2.44 -2.26 1.59
C 3.16 -3.66 -0.34
C 4.81 -2.19 0.82
C 3.80 -0.70 -2.31
C 5.25 -1.12 -2.14
C 3.76 0.77 -2.75
C 3.15 -1.55 -3.42
C 1.99 1.28 2.42
C 3.09 1.47 3.23
C 2.88 1.90 4.53
C 1.60 2.15 5.01
C 0.49 1.96 4.20
C 0.69 1.52 2.90
C -4.22 0.72 0.73
C -5.16 0.96 1.91
C -4.86 -0.26 -0.26
C -4.00 2.05 -0.01
H -3.15 -1.51 4.64
H -2.50 0.09 4.35
H -4.17 -0.30 3.89
H -1.23 -2.58 3.48
H -0.78 -2.08 1.85
H -0.56 -0.97 3.22
H -3.49 -3.17 2.94
H -4.59 -2.10 2.09
H -3.22 -2.84 1.23
H -1.92 2.37 1.55
H -1.92 1.48 3.06
H 3.18 1.42 -0.40
H 3.92 0.44 0.86
H 1.39 -2.18 1.31
H 2.57 -3.18 2.17
H 2.69 -1.42 2.24
H 2.10 -3.87 -0.50
H 3.67 -3.70 -1.31
H 3.57 -4.45 0.28
H 5.12 -1.16 1.02
H 4.92 -2.75 1.75
H 5.50 -2.61 0.10
H 5.73 -0.60 -1.31
H 5.35 -2.20 -1.99
H 5.80 -0.87 -3.05
H 4.41 1.39 -2.12
H 4.14 0.84 -3.77
H 2.75 1.17 -2.73
H 3.15 -2.61 -3.17
H 2.12 -1.23 -3.59
H 3.70 -1.43 -4.35
H 4.10 1.30 2.87
H 3.74 2.06 5.18
H 1.47 2.49 6.03
H -0.50 2.17 4.59
H -5.52 0.02 2.33
H -4.68 1.54 2.70
H -6.03 1.52 1.56
H -4.97 -1.26 0.16
H -5.85 0.09 -0.54
H -4.26 -0.33 -1.18
H -3.79 2.87 0.67
H -3.18 1.97 -0.73
H -4.91 2.30 -0.57
C -2.01 -2.23 -1.18
C -1.95 -1.74 -2.50
C -0.66 -1.99 -3.01
C 0.09 -2.62 -2.00
C -0.74 -2.76 -0.85
H -2.91 -2.33 -0.60
H -2.80 -1.39 -3.07
H -0.31 -1.81 -4.01
H 1.07 -3.04 -2.13
H -0.51 -3.35 0.02
C -1.88 4.87 -0.91
Se -0.59 3.40 -0.77
C 0.03 3.49 -2.62
C -1.08 3.19 -3.61
Se -2.03 1.48 -3.27
C -1.47 0.64 -4.93
H -1.37 5.75 -1.30
H -2.26 5.07 0.08
H -2.71 4.58 -1.56
H 0.84 2.78 -2.69
H 0.42 4.49 -2.79
H -0.68 3.10 -4.62
H -1.83 3.97 -3.61
H -1.73 1.31 -5.75
H -2.00 -0.30 -5.05
H -0.40 0.47 -4.89
F 0.64 0.58 -2.42



(2)
109
Properties=species:S:1:pos:R:3 method="wB97M-V/def2-TZVPD" gap_ev=6.677 total_energy_ev=-166916.513 lumo_ev=-6.0 total_charge=+2
Tl -0.82 0.85 -0.79
O 1.10 -0.83 2.59
S 1.43 0.01 1.44
C 2.25 1.51 2.09
C 3.55 1.57 2.55
C 4.05 2.77 3.02
C 3.26 3.91 3.01
C 1.95 3.85 2.56
C 1.44 2.64 2.11
P -0.30 2.46 1.59
C -1.20 2.24 3.15
C -0.88 2.98 4.29
C -1.65 2.84 5.43
C -2.71 1.95 5.46
C -3.01 1.19 4.34
C -2.27 1.35 3.18
C -0.76 4.13 1.04
C -1.98 4.70 1.41
C -2.33 5.94 0.91
C -1.48 6.62 0.05
C -0.29 6.03 -0.35
C 0.07 4.79 0.13
C 2.89 -0.70 0.64
C 3.79 -1.50 1.32
C 4.94 -1.93 0.68
C 5.18 -1.55 -0.63
C 4.25 -0.80 -1.33
C 3.08 -0.39 -0.70
P 1.83 0.54 -1.66
C 1.42 -0.43 -3.13
C 1.83 -1.74 -3.37
C 1.28 -2.44 -4.43
C 0.34 -1.85 -5.26
C -0.06 -0.54 -5.03
C 0.47 0.16 -3.97
C 2.85 1.94 -2.22
C 3.19 2.12 -3.55
C 4.06 3.14 -3.90
C 4.58 3.98 -2.92
C 4.21 3.81 -1.59
C 3.34 2.80 -1.24
H 4.17 0.68 2.56
H 5.06 2.83 3.38
H 3.66 4.85 3.37
H 1.33 4.74 2.56
H -0.05 3.67 4.29
H -1.42 3.43 6.31
H -3.31 1.85 6.35
H -3.83 0.49 4.36
H -2.52 0.79 2.29
H -2.63 4.16 2.08
H -3.28 6.37 1.20
H -1.75 7.59 -0.31
H 0.36 6.54 -1.05
H 0.99 4.32 -0.19
H 3.57 -1.77 2.34
H 5.65 -2.54 1.21
H 6.09 -1.85 -1.11
H 4.43 -0.53 -2.36
H 2.55 -2.22 -2.73
H 1.59 -3.46 -4.60
H -0.09 -2.42 -6.07
H -0.79 -0.08 -5.68
H 0.14 1.17 -3.76
H 2.79 1.47 -4.31
H 4.34 3.28 -4.93
H 5.27 4.76 -3.19
H 4.60 4.47 -0.83
H 3.06 2.66 -0.20
N -1.36 -1.08 0.83
C -1.03 -2.40 0.28
C -1.84 -3.52 0.96
C -1.14 -4.89 0.99
C -1.50 -5.81 -0.18
N -2.87 -6.28 -0.11
C -3.92 -5.81 -0.77
N -5.11 -6.39 -0.58
N -3.82 -4.77 -1.58
C -1.19 -2.36 -1.28
O -1.58 -3.36 -1.87
O -0.87 -1.27 -1.81
H -0.94 -1.00 1.76
H -2.37 -1.02 0.93
H 0.04 -2.56 0.45
H -2.81 -3.60 0.47
H -2.00 -3.21 2.00
H -1.40 -5.40 1.92
H -0.06 -4.74 0.99
H -0.85 -6.69 -0.15
H -1.33 -5.29 -1.13
H -3.02 -7.04 0.54
H -5.22 -7.23 -0.03
H -5.91 -6.09 -1.12
H -2.94 -4.26 -1.73
H -4.62 -4.48 -2.12
C -4.02 2.76 -5.00
Si -2.91 3.25 -3.53
C -1.12 3.72 -4.01
C -3.64 4.57 -2.36
Se -2.95 1.17 -2.33
H -4.10 3.57 -5.72
H -5.02 2.52 -4.65
H -3.63 1.89 -5.52
H -1.12 4.71 -4.45
H -0.71 3.04 -4.75
H -0.45 3.74 -3.15
H -3.92 5.46 -2.92
H -2.93 4.88 -1.60
H -4.54 4.21 -1.87



(3)
25
Properties=species:S:1:pos:R:3 method="wB97M-V/def2-TZVPD" gap_ev="6.290 / 7.391" s_squared=2.0088 total_energy_ev=-17950.158 lumo_ev="-2.8 / -6.0" spin_multiplicity=3 total_charge=+1
C 0.12 -1.01 -0.23
C 1.81 -2.36 -0.02
C -2.83 -0.03 -0.31
C 1.39 -0.19 -0.35
C -0.70 -0.51 0.93
C -1.75 0.55 0.56
N 0.57 -2.33 0.00
N 2.44 -1.15 -0.28
N 2.69 1.77 -0.41
N 1.53 1.06 -0.12
N -1.04 1.56 -0.29
O -3.69 -0.76 0.30
O -2.73 0.20 -1.50
H -0.33 -1.03 -1.17
H 2.40 -3.30 -0.08
H 0.12 -0.01 1.61
H -1.27 -1.33 1.41
H -2.08 0.90 1.49
H 3.39 -0.74 -0.53
H 3.52 1.30 -0.23
H 2.74 2.72 -0.21
H 0.14 1.56 -0.24
H -1.50 2.43 -0.21
H -3.78 -0.48 1.18
H -1.16 1.18 -1.32



(4)
13
Properties=species:S:1:pos:R:3 method="wB97M-V/def2-TZVPD" gap_ev=5.999 e_above_lowest_ev=0.000 smiles="Cc1[nH]c(=S)[nH]c1[O-]" total_energy_ev=-20093.275 lumo_ev=3.8 total_charge=-1
C 0.51 0.01 -0.07
C 0.00 1.28 -0.02
C -1.67 -0.17 -0.01
C 1.86 -0.59 0.04
N -0.57 -0.88 -0.06
N -1.36 1.18 -0.05
O 0.54 2.37 -0.18
S -3.21 -0.92 -0.04
H -0.52 -1.86 0.17
H 2.44 -0.15 0.82
H 2.37 -0.50 -1.00
H 1.65 -1.70 0.22
H -2.01 1.92 0.18